Entry 1:
One molecule with the formula C3H4N2O, computed with the ωB97M-V functional and the def2-TZVPD basis.

## Properties
**Total energy**: -8199.7275 eV
**Orbital gap (spin up / spin down)**: 8.484 / 8.485 eV
**HOMO level (spin up / spin down)**: -8.53 / -8.53 eV
**Largest force on an atom**: 0.009 hartree/bohr

Positions of all 10 atoms, in Å:
O 2.05743 0.32145 -0.31315
N -0.59617 1.22057 -0.17186
N -0.91015 -1.02608 0.25514
C -1.21678 0.30792 0.46997
C 1.00364 -0.11332 -0.96959
C 0.19402 -1.16043 -0.41805
H -1.98597 0.49295 1.22038
H 0.47761 -2.16990 -0.72914
H 2.00406 0.08276 0.63270
H -0.95383 2.16113 -0.01182

Forces on the atoms, in the same order (eV/Å):
O -0.07 -0.02 0.01
N -0.01 -0.35 0.34
N 0.23 -0.07 -0.12
C 0.06 0.28 -0.06
C -0.34 0.10 0.22
C -0.22 -0.02 0.07
H -0.17 0.01 -0.27
H 0.08 0.15 0.07
H 0.20 0.06 -0.23
H 0.23 -0.14 -0.04

Entry 2:
One molecule with the formula C4H3ClS at a distorted geometry, computed with the ωB97M-V functional and the def2-TZVPD basis.

## Properties
**Total energy**: -27551.1910 eV
**Orbital gap**: 8.392 eV
**HOMO level**: -9.29 eV
**Largest force on an atom**: 0.032 hartree/bohr
**SMILES**: C#C[C@@H](Cl)C=S

Positions of all 9 atoms, in Å:
Cl 0.16171 -0.98168 -1.53286
S 1.38252 1.74948 0.48171
C -2.36267 -1.13148 1.26004
C 0.00041 0.97017 0.38381
C -1.25153 -1.04417 0.79211
C 0.01722 -0.53341 0.20329
H 0.95277 -0.86090 0.60572
H -3.31740 -1.47987 1.67772
H -0.92541 1.47092 0.23228

Forces on the atoms, in the same order (eV/Å):
Cl -0.25 0.16 -0.07
S 0.37 0.55 0.41
C -0.13 -1.01 0.13
C 1.03 -0.48 -1.19
C 0.16 0.38 0.03
C -1.44 0.13 0.34
H 0.12 -0.63 0.65
H 1.00 0.62 -0.45
H -0.86 0.27 0.16

Entry 3:
One molecule with the formula C5H5N at a distorted geometry, computed with the ωB97M-V functional and the def2-TZVPD basis.

## Properties
**Total energy**: -6752.8257 eV
**Orbital gap**: 11.558 eV
**HOMO level**: -10.66 eV
**Largest force on an atom**: 0.021 hartree/bohr

Positions of all 11 atoms, in Å:
N -0.33188 1.57675 0.39250
C 1.17946 -0.24037 0.25522
C 2.31185 -0.57768 0.02897
C -1.19509 -0.50959 -0.43760
C -0.21073 0.15244 0.53198
C -0.31236 2.61583 -0.15612
H -2.19998 -0.11556 -0.26211
H 3.31236 -0.89586 -0.16437
H -0.90446 -0.28559 -1.46838
H -0.45801 -0.12944 1.56204
H -1.19115 -1.59093 -0.28213

Forces on the atoms, in the same order (eV/Å):
N 0.17 0.79 -0.75
C 0.63 -0.28 -0.01
C -0.59 0.08 0.12
C -0.07 -0.09 -0.03
C 0.00 -0.11 -0.01
C -0.13 -0.57 0.68
H 0.15 -0.11 0.01
H -0.15 0.09 0.01
H -0.04 -0.07 0.20
H 0.03 0.13 -0.15
H -0.01 0.13 -0.06

Entry 4:
An isolated ion of composition C6H12NO and charge -1 at a distorted geometry, computed with the ωB97M-V functional and the def2-TZVPD basis.

## Properties
**Total energy**: -9951.6099 eV
**Orbital gap**: 5.841 eV
**HOMO level**: -2.04 eV
**Largest force on an atom**: 0.100 hartree/bohr
**SMILES**: CN1CCC[C@H]1C[O-]
**Charge**: -1

Positions of all 20 atoms, in Å:
O 2.20004 1.43122 1.03546
N -1.06982 0.15683 0.07294
C -1.16415 -0.53851 -1.21398
C 0.33994 -0.86100 -1.58032
C 1.02550 1.31131 0.37988
C -2.28843 -0.38155 0.82537
C 0.98135 -1.02350 -0.13296
C 0.26121 0.05723 0.68830
H 2.04824 -0.71195 -0.11470
H -2.74197 -1.27638 0.29328
H 0.90014 -1.92757 0.24979
H 1.26338 1.39340 -0.72702
H 0.37690 -1.90707 -2.01637
H 0.99523 -0.03358 -2.04552
H -1.71375 -1.51682 -1.16467
H 0.27225 -0.09847 1.82874
H -2.22007 -0.66127 1.87987
H -1.58828 0.07362 -2.07586
H -2.95853 0.42491 0.69004
H 0.32242 2.30966 0.61043

Forces on the atoms, in the same order (eV/Å):
O -0.13 -0.55 0.22
N -3.03 -1.94 0.87
C 2.35 0.52 -1.81
C 0.86 -0.92 1.49
C 1.09 3.99 0.87
C 0.79 -0.19 -1.02
C 0.87 4.68 -1.94
C 0.00 -0.76 -0.14
H -0.45 -0.41 -0.10
H 0.54 0.83 0.67
H -0.60 -4.53 1.64
H -0.92 -0.16 0.26
H 0.25 1.49 -0.35
H -1.65 -1.53 0.03
H 0.39 0.77 -0.09
H -0.30 0.15 -1.69
H 0.62 0.40 -0.02
H 0.04 -0.50 1.24
H -1.39 0.62 0.40
H 0.67 -1.96 -0.52

Entry 5:
C22H24IrNO4S as an isolated structure at a distorted geometry, computed with the ωB97M-V functional and the def2-TZVPD basis.

## Properties
**Total energy**: -46545.9437 eV
**Orbital gap (spin up / spin down)**: 2.834 / 6.129 eV
**HOMO level (spin up / spin down)**: 1.75 / -1.73 eV
**Largest force on an atom**: 0.165 hartree/bohr
**2S+1**: 5
**Charge**: -2

Positions of all 53 atoms, in Å:
Ir 0.40809 -0.79090 -1.41318
S -3.17135 -2.92398 1.21611
O -1.58954 0.46688 1.20804
O -0.24062 1.86047 0.20917
O -2.16734 -4.03032 1.29139
O -4.42000 -3.17420 0.68880
N -2.45301 -1.60685 0.58125
C 2.51826 -1.23102 -1.08040
C -3.82611 -2.67393 3.97010
C 0.78958 -2.59020 -0.34052
C 3.19451 2.33177 -2.94952
C -2.70721 -0.90071 2.79726
C -3.22607 -0.58945 5.10534
C -2.18399 -0.59211 1.44154
C 2.32200 3.62713 -1.09146
C -0.06184 -0.23595 -3.48318
C -2.66065 -0.09335 3.94014
C -0.89583 -1.33557 -3.00304
C 3.50709 3.14516 -1.66241
C 4.30114 2.35747 -0.57800
C -1.68376 -0.78058 -1.89345
C 0.97638 -1.52122 0.61215
C -3.81339 -1.88531 5.12340
C -3.26291 -2.15570 2.81708
C 1.75063 -2.39718 -1.38108
C 0.49710 2.82488 -0.09527
C -1.32726 0.62121 -1.76146
C 2.02730 -0.66493 0.13976
C -0.34342 0.92157 -2.70901
H -4.25739 -3.67111 3.93765
H -2.39632 -1.33530 -1.29054
H -2.18867 0.88411 3.86925
H 2.55622 4.34474 -0.23488
H 2.39751 0.22665 0.64958
H 0.14314 1.90157 -2.85347
H 3.90820 2.45204 -3.79915
H -0.00232 3.57492 -0.82296
H -3.22617 0.00315 6.02103
H 4.32832 1.22475 -0.70569
H -1.82192 1.26932 -1.05939
H 3.78836 2.53279 0.38710
H -4.25378 -2.26801 6.05097
H 0.03750 -3.37713 -0.25769
H 3.34949 -0.82702 -1.67207
H 3.11125 1.22787 -2.78947
H -0.93024 -2.35846 -3.34823
H 0.65906 -0.33151 -4.32191
H 1.74456 4.31279 -1.79113
H 1.87368 -3.04949 -2.25999
H 0.95667 3.33717 0.82333
H 5.33485 2.66381 -0.43369
H 0.40090 -1.37883 1.54305
H 2.22932 2.65808 -3.34124

Forces on the atoms, in the same order (eV/Å):
Ir -0.66 3.55 2.04
S 7.94 2.23 1.97
O -1.86 -2.17 0.88
O 2.66 0.15 -0.98
O -2.20 1.27 -0.12
O -4.46 -1.38 -1.80
N -0.65 -1.04 0.25
C 2.24 0.29 0.22
C -0.01 0.18 0.32
C 0.33 -1.28 1.61
C 0.77 0.03 -0.40
C -0.02 0.02 0.76
C -0.41 -0.84 0.14
C 0.36 0.52 -0.71
C 0.18 3.91 -0.30
C -0.16 -0.68 -2.36
C -0.08 -0.41 -0.44
C -1.20 1.39 -0.33
C -0.40 -3.21 0.08
C -0.12 -0.54 -0.01
C -0.83 0.41 -2.07
C 0.18 -0.75 1.08
C 0.21 0.44 0.01
C -0.80 -0.64 1.24
C 1.43 -2.08 -0.35
C -1.95 2.64 1.48
C -2.74 -1.36 -0.73
C 0.97 -0.95 0.68
C 0.46 1.45 -1.73
H -0.01 0.12 0.24
H 0.37 0.49 -0.45
H -0.09 -0.16 0.02
H -0.53 -1.29 -0.25
H -0.28 -0.26 -0.44
H -0.29 -0.78 0.24
H -0.09 0.03 0.55
H 0.87 -0.58 0.52
H 0.01 -0.12 -0.20
H -0.19 1.25 -0.15
H 0.44 -0.06 0.01
H 0.31 -0.12 -0.31
H 0.17 0.17 -0.32
H 0.36 0.30 0.03
H -0.49 -0.29 0.32
H 0.01 0.69 0.18
H 0.01 0.11 -0.09
H -0.58 0.29 0.78
H 0.10 -1.20 0.40
H 0.03 0.44 0.60
H 0.01 -0.25 -1.02
H 0.34 0.12 -0.15
H 0.32 -0.04 -0.90
H -0.01 0.00 -0.01

Entry 6:
C2H3I2N as an isolated structure at a distorted geometry, computed with the ωB97M-V functional and the def2-TZVPD basis.

## Properties
**Total energy**: -19809.1430 eV
**Orbital gap (spin up / spin down)**: 7.858 / 6.679 eV
**HOMO level (spin up / spin down)**: -8.52 / -7.51 eV
**Largest force on an atom**: 0.062 hartree/bohr

Positions of all 8 atoms, in Å:
I -1.36993 1.33295 -0.02336
I -4.89778 -0.04994 0.01699
N -2.76411 -1.81997 -0.71772
C 0.64467 0.94091 0.29735
C -3.06571 -0.74350 -0.24773
H 1.28748 0.65554 -0.51014
H 0.71446 0.19596 1.20428
H -1.79136 -2.11329 -0.63502

Forces on the atoms, in the same order (eV/Å):
I 1.33 -0.03 0.14
I -2.32 0.96 0.25
N 0.40 -1.36 0.01
C -1.01 -1.81 2.40
C 1.46 0.08 -0.11
H -0.02 0.15 -0.67
H 0.05 1.83 -1.67
H 0.11 0.18 -0.34

Entry 7:
C19H25FeN7O2PS3 as an isolated structure, computed with the ωB97M-V functional and the def2-TZVPD basis.

## Properties
**Total energy**: -110820.9136 eV
**Orbital gap (spin up / spin down)**: 5.656 / 7.483 eV
**HOMO level (spin up / spin down)**: -5.16 / -7.47 eV
**Largest force on an atom**: 0.013 hartree/bohr
**2S+1**: 6

Positions of all 58 atoms, in Å:
Fe -0.50700 -0.01575 0.10325
S -1.01902 -1.78138 -1.58151
S 1.07474 0.81903 -1.73256
S -1.89533 -1.39161 1.98888
P 0.62765 -0.98103 -2.36698
O 1.88535 -1.94082 -2.03863
O 0.50196 -1.05807 -3.95747
N -0.58453 1.63609 1.41296
N -4.13664 -0.72824 0.75480
N -2.12375 1.42618 -0.70878
N 2.93547 -1.21821 2.66624
N -3.34797 0.79981 2.27694
N 0.08854 1.64562 2.58341
N 1.16191 -0.17131 1.57216
C -1.28181 2.71918 1.08504
C 2.11141 -1.03306 1.61192
C -2.75867 3.75703 -0.61755
C 2.34502 0.96561 6.16072
C -3.46090 3.62424 -1.78135
C 1.74720 0.47053 3.87586
C -2.80290 1.33174 -1.85429
C 1.77889 -3.35281 -1.81167
C 2.75578 -0.49381 3.85195
C 0.94994 0.68237 2.67195
C 3.55842 -0.72883 4.96031
C 1.55117 -4.11684 -3.09808
C -3.20058 -0.37086 1.65051
C 1.32175 -0.27199 -4.83776
C 3.35051 0.00457 6.11513
C -3.48836 2.37602 -2.43447
C 1.55152 1.19440 5.05288
C 0.66352 -0.26084 -6.19615
C -2.06470 2.63996 -0.08134
H -4.01918 2.23142 -3.36396
H 2.72969 -3.63432 -1.35619
H -3.91789 -1.52261 0.17823
H 0.54848 -1.27433 -6.57958
H 3.97264 -0.17502 6.98155
H -2.70166 4.70591 -0.09952
H 3.64488 -1.92777 2.61652
H -1.23034 3.62135 1.68511
H 2.18240 1.53406 7.06639
H 4.33729 -1.48005 4.91234
H 2.29640 -1.65348 0.74085
H -4.75743 -0.03743 0.36317
H -3.98121 4.47528 -2.20260
H -2.54930 1.12513 2.79830
H 1.52090 -5.18848 -2.89548
H -0.32095 0.20207 -6.13595
H 0.60620 -3.82878 -3.55809
H 0.76827 1.93926 5.07003
H 1.41506 0.73502 -4.42782
H 0.97505 -3.53996 -1.09690
H -3.96591 1.50439 1.90593
H 2.35729 -3.92327 -3.80619
H 2.31734 -0.72135 -4.87689
H 1.26916 0.30777 -6.90251
H -2.78578 0.34828 -2.31311

Forces on the atoms, in the same order (eV/Å):
Fe -0.48 0.41 0.24
S 0.08 0.01 0.06
S 0.07 0.17 0.00
S 0.02 -0.05 -0.07
P 0.31 -0.34 -0.21
O 0.04 0.16 0.17
O -0.26 -0.02 0.00
N 0.27 0.09 0.13
N -0.10 0.05 -0.03
N 0.34 -0.17 0.06
N -0.07 0.02 -0.11
N -0.17 -0.09 0.08
N -0.02 0.05 -0.12
N -0.16 -0.28 -0.05
C -0.01 0.00 0.03
C 0.06 0.00 -0.04
C 0.00 -0.07 0.05
C 0.02 -0.02 0.01
C -0.01 -0.02 -0.02
C -0.03 0.09 0.09
C -0.06 -0.10 0.00
C 0.00 -0.07 -0.13
C 0.04 -0.01 0.06
C 0.07 -0.01 -0.01
C -0.06 0.03 -0.03
C 0.00 -0.03 -0.01
C 0.09 0.02 -0.07
C 0.11 -0.02 0.02
C 0.01 0.00 0.01
C -0.02 0.01 0.05
C 0.00 -0.01 -0.05
C -0.01 -0.01 -0.01
C -0.09 0.17 -0.06
H 0.00 0.00 0.00
H -0.01 0.00 -0.01
H 0.00 -0.03 0.03
H 0.00 -0.01 0.01
H 0.00 0.00 0.01
H 0.00 0.01 0.00
H 0.03 0.01 0.00
H 0.00 0.00 0.01
H 0.00 0.00 0.00
H 0.01 -0.01 0.01
H -0.02 -0.03 0.00
H 0.02 0.00 0.01
H -0.01 0.00 -0.01
H -0.01 -0.01 0.01
H 0.00 -0.01 0.02
H -0.01 -0.01 0.00
H -0.01 0.00 0.01
H -0.01 0.00 -0.01
H -0.01 0.00 -0.01
H -0.01 0.01 -0.01
H 0.02 -0.01 -0.01
H 0.00 0.02 -0.01
H -0.01 0.00 -0.01
H 0.03 0.01 0.02
H 0.01 0.03 -0.06

Entry 8:
A 2-piece molecular cluster, C4H12 overall, computed with the ωB97M-V functional and the def2-TZVPD basis.

## Properties
**Total energy**: -4342.5167 eV
**Orbital gap**: 12.974 eV
**HOMO level**: -11.87 eV
**Largest force on an atom**: 0.011 hartree/bohr
**SMILES**: CC.CC

Positions of all 16 atoms, in Å:
C -1.99568 1.22258 1.02777
C 1.38432 -0.72818 -0.47814
C 2.85694 -1.03663 -0.25122
C -2.26809 0.52560 -0.29772
H 1.06076 -1.02811 -1.47602
H -1.54306 0.56487 1.77681
H 3.12891 -2.05614 -0.52262
H 1.17082 0.33470 -0.35986
H -2.62199 1.25132 -1.02935
H 3.48712 -0.37606 -0.85496
H -3.03504 -0.23996 -0.19445
H 3.16171 -0.87246 0.78143
H 0.76542 -1.30241 0.21371
H -2.90425 1.63921 1.46694
H -1.28341 2.04348 0.88518
H -1.36449 0.05820 -0.68753

Forces on the atoms, in the same order (eV/Å):
C 0.34 0.18 0.19
C -0.06 -0.37 0.02
C 0.38 0.35 -0.23
C -0.04 0.08 0.15
H 0.09 0.11 -0.08
H -0.13 -0.08 -0.15
H -0.14 -0.07 0.04
H -0.03 -0.05 0.09
H -0.01 -0.05 -0.10
H -0.06 -0.07 -0.02
H -0.01 -0.09 -0.02
H -0.11 -0.04 0.10
H -0.06 0.16 0.09
H 0.03 0.00 -0.07
H -0.16 -0.04 0.03
H -0.03 -0.01 -0.05